Record 1
# C52H29AuI4N6S3

C52H29AuI4N6S3 as an isolated structure at a distorted geometry (ωB97M-V with the def2-TZVPD basis set, the Open Molecules 2025 dataset).

Last column: Mulliken charge in e.
Atoms and positions in Å:
Au  1.07857  -0.41645  1.05956  1.7607
I  -6.62497  -2.59499  -4.39864  0.0588
I  4.79833  -4.98884  8.51152  0.0877
I  7.86745  -3.53551  -5.10375  0.0879
I  -3.72756  6.55645  5.84053  0.0916
S  -0.00020  2.25472  -2.00477  -0.3173
S  -0.55986  0.88617  -4.63989  -0.1551
S  -2.65991  0.44677  -6.72233  -0.3840
N  2.78266  -1.34680  1.24584  -0.8722
N  1.32702  0.34308  2.86099  -0.8600
N  -0.64271  0.49231  0.87416  -0.9184
N  -2.15279  2.56478  -3.52029  -1.0422
N  -2.75777  2.15742  -4.63921  0.8028
N  0.87013  -1.18799  -0.72560  -0.8740
C  -0.99869  2.02472  -3.31634  0.2050
C  -1.52203  5.42821  4.07055  -0.6594
C  -5.71216  3.56755  -6.35188  -0.6796
C  -0.80223  4.45026  3.40379  -0.0915
C  -2.59410  5.06167  4.86250  -0.0832
C  -1.52354  -0.75401  -1.05414  0.6252
C  -0.29373  -1.27311  -1.43950  0.2915
C  0.62232  1.39921  3.38833  0.2082
C  5.21330  -3.83848  -3.62869  -0.6663
C  6.27303  -2.97096  -3.82509  -0.0966
C  -2.75311  1.02179  0.24799  -0.6272
C  4.42086  -2.35848  7.01861  -0.7799
C  -1.15254  3.11239  3.53052  -0.5767
C  2.95428  -1.26043  3.70834  0.8466
C  -4.63049  -0.60781  -3.20396  -0.5941
C  4.23487  -2.26469  -2.08466  -0.2693
C  1.89040  -1.65525  -1.52471  0.5513
C  -0.00048  -1.82843  -2.72730  -0.8883
C  -4.03477  2.69609  -4.89571  0.1940
C  -1.08386  1.53835  1.64178  0.7605
C  -6.07793  3.55275  -3.97885  -0.8231
C  -4.83696  2.97973  -3.79428  0.1633
C  -4.46630  2.98694  -6.18379  -0.5254
C  5.31868  -1.41497  -2.28835  -0.1522
C  -2.38375  1.90173  1.23140  -1.4170
C  3.67246  -4.27861  5.77188  -0.7665
C  4.76581  -2.33376  0.78280  -0.9597
C  3.45662  -2.06103  4.82710  -0.0596
C  -4.15935  -2.89784  -2.64390  -0.8075
C  4.62884  -2.28255  2.14974  -1.0397
C  -3.53002  -0.21092  -2.46643  -0.1599
C  3.19682  -1.85765  -1.11906  1.1020
C  -2.93092  3.73146  5.03302  -0.7390
C  -2.71184  -1.14096  -1.83226  -0.2709
C  -0.44559  2.03703  2.78854  0.5774
C  4.19688  -3.48029  -2.75997  -0.1812
C  -4.94185  -1.95463  -3.28883  -0.4800
C  1.34330  -2.00636  -2.79736  -1.4143
C  0.98921  1.55984  4.75903  -1.0733
C  3.59261  -1.78283  0.23011  0.3027
C  4.03904  -1.53547  5.97588  -0.2932
C  6.32835  -1.75397  -3.16801  -0.7035
C  3.39884  -1.65129  2.42046  0.1076
C  -1.64594  0.17946  -0.00190  0.4372
C  -2.21132  2.76172  4.36306  0.2430
C  -3.04636  -2.49110  -1.93253  -0.1907
C  -6.51273  3.85822  -5.25868  -0.4431
C  3.29943  -3.44729  4.73647  -0.1235
C  2.06993  -0.20554  3.87942  0.5775
C  -2.10699  1.23111  -5.38042  0.2475
C  4.22921  -3.72439  6.91309  -0.1014
C  1.81675  0.53455  5.07895  -0.9387
H  3.52238  -5.34512  5.68948  0.3959
H  2.86374  -3.87003  3.84355  0.4860
H  5.18460  -4.78648  -4.14586  0.3904
H  -0.72709  -2.00933  -3.49794  0.7413
H  -6.69859  3.75333  -3.11973  0.3749
H  4.86756  -1.93091  7.90347  0.3904
H  -7.46888  4.33689  -5.40375  0.3828
H  3.38436  -4.16733  -2.58053  0.5604
H  4.23687  -0.47887  6.03886  0.6554
H  -2.46797  1.71949  4.48026  0.5335
H  -3.83924  2.78855  -7.04027  0.3857
H  7.15134  -1.07590  -3.33521  0.3917
H  5.33439  -2.61104  2.88622  0.5834
H  2.22917  0.31783  6.04299  0.5831
H  -1.24157  6.46587  3.97481  0.4143
H  -2.95363  2.70929  1.64540  0.5800
H  5.36300  -0.47881  -1.75382  0.5360
H  1.91800  -2.36364  -3.62949  0.6279
H  5.58884  -2.74563  0.23404  0.5476
H  -3.28626  0.83532  -2.38928  0.6568
H  -4.46643  2.75634  -2.80720  0.5036
H  0.03068  4.72888  2.77465  0.5251
H  -3.70430  0.97437  -0.23885  0.7267
H  -2.43874  -3.22027  -1.41525  0.5150
H  -3.73865  3.45268  5.68895  0.3980
H  -5.23281  0.13111  -3.71249  0.5798
H  0.61023  2.33091  5.40137  0.5411
H  -6.05115  3.80581  -7.34851  0.3780
H  -4.41051  -3.94614  -2.69075  0.3843

Its charge is 0. The calculation puts the gap between HOMO and LUMO at 3.83 eV. Its HOMO energy is -6.272 eV.

Record 2
# C52H37N8SV

C52H37N8SV as an isolated structure (ωB97M-V with the def2-TZVPD basis set, the Open Molecules 2025 dataset).

Last column: Mulliken charge in e.
Atoms and positions in Å:
V  0.40638  0.03211  0.05994  -0.5047
S  0.35903  -0.55215  -2.47205  -0.3535
N  2.47139  -0.29013  -0.35169  1.4408
N  1.18935  1.83363  0.95132  0.4290
N  0.28634  -2.04987  0.29545  1.5801
N  -0.61713  1.56486  -1.10172  1.8940
N  -2.98495  0.29443  -0.35690  -0.2945
N  1.78952  1.39839  -3.61821  -0.2378
N  0.35328  2.07726  -1.97990  -1.2759
N  -0.89524  0.05663  1.73598  0.5262
C  -3.71442  -3.72778  1.27353  -0.1526
C  -3.81296  -4.45563  3.94450  -0.8850
C  4.32951  -5.85697  -2.97262  -0.3869
C  -2.13655  4.51001  2.59367  0.3585
C  -1.93134  3.45624  -1.88140  -1.8206
C  4.66935  3.17209  -1.95599  0.1571
C  -1.10058  3.57911  4.54318  0.2144
C  0.51396  -4.26825  -0.27599  -1.7661
C  0.44488  2.72429  1.66417  0.7214
C  6.34349  4.30454  -0.05866  -0.7926
C  2.27987  2.53394  0.50680  0.5683
C  0.83372  1.09261  -2.68646  0.3048
C  6.54317  4.57535  -1.40468  -0.4424
C  -0.61264  -4.15963  0.46502  -1.5871
C  -3.87281  2.44998  0.18020  -0.5280
C  -2.48130  0.87977  3.19605  -1.8070
C  1.08906  -2.95437  -0.35735  0.3150
C  2.19123  3.90991  0.91826  -1.4863
C  -5.10960  0.49213  0.73163  -0.7442
C  -2.77630  -3.20207  2.15922  0.0655
C  3.44318  0.64994  -0.54083  0.4062
C  4.31834  -1.25255  -1.33183  -1.9002
C  -2.74444  -0.43274  3.02326  -1.7284
C  4.44604  -5.75788  -1.59371  -0.8183
C  2.98289  -1.45786  -0.84785  0.3383
C  3.56627  -4.92963  -3.66920  -0.7977
C  2.92319  -3.90550  -2.98932  0.2657
C  -0.72996  2.43428  2.35566  0.8313
C  -4.07644  -0.24649  0.17551  -0.0418
C  3.80118  -4.73440  -0.91225  0.2616
C  5.70332  4.00719  -2.35270  -0.8451
C  2.33351  -2.68804  -0.90313  0.9702
C  -2.83489  -3.57834  3.49924  0.0367
C  4.60499  0.05587  -1.14202  -1.5994
C  -0.74002  -2.77356  0.82698  0.6469
C  -1.34050  3.52839  3.17193  -0.6875
C  -2.69169  5.51953  3.36843  -0.9831
C  -2.88592  1.62536  -0.35628  1.0408
C  -1.65514  4.58544  5.32023  -0.8346
C  1.06241  4.02467  1.65260  -1.7445
C  -1.72364  -2.26326  1.67670  0.3528
C  3.03669  -3.80307  -1.60536  -1.0384
C  -1.74950  -0.94659  2.11732  0.4614
C  -4.99682  1.87156  0.74316  -0.8489
C  -4.69466  -4.60353  1.71785  -1.0877
C  -4.74712  -4.96842  3.05540  -0.4171
C  4.45995  2.89959  -0.60551  -0.8230
C  5.30617  3.47293  0.33889  -0.0490
C  -2.45492  5.55711  4.73436  -0.4028
C  -1.31899  1.17962  2.40210  0.4200
C  3.34618  1.99835  -0.19838  0.9543
C  -1.72090  2.20470  -1.07790  -0.1861
H  -3.84201  -4.74317  4.98797  0.4070
H  4.95325  -2.01852  -1.74660  0.5010
H  -4.12721  -1.32992  0.15729  0.4770
H  -3.54534  -1.01118  3.45368  0.5136
H  -5.50920  -5.65380  3.40348  0.4018
H  3.47038  -5.00418  -4.74508  0.3942
H  -1.50928  3.33009  -2.87586  0.4486
H  -1.39253  4.29028  -1.42364  0.2684
H  3.88979  -4.65313  0.16466  0.4588
H  -1.28352  -4.94610  0.76884  0.5086
H  1.79475  2.35082  -3.94815  0.2859
H  4.00967  2.71850  -2.68709  0.4691
H  -1.45975  4.61111  6.38482  0.4011
H  2.91007  4.67668  0.68296  0.5854
H  5.85208  4.21449  -3.40498  0.4032
H  -5.77342  2.48967  1.17492  0.4196
H  2.32342  -3.17449  -3.51942  0.4836
H  5.04052  -6.47823  -1.04609  0.3876
H  -3.30794  6.27892  2.90338  0.4211
H  -0.47400  2.81913  4.99500  0.4994
H  -2.10163  -3.18287  4.19181  0.5053
H  -5.97411  -0.01104  1.14359  0.4489
H  6.99914  4.73835  0.68580  0.3918
H  2.00372  0.68125  -4.28838  0.2402
H  -3.76432  3.52509  0.15099  0.3440
H  -2.30940  4.48614  1.52540  0.4808
H  -2.98682  3.70370  -1.95693  0.4690
H  0.94469  -5.15846  -0.70438  0.5184
H  5.52168  0.57415  -1.36763  0.5362
H  -5.41875  -4.99976  1.01727  0.4105
H  5.15423  3.25686  1.38958  0.4757
H  7.35202  5.22492  -1.71430  0.3806
H  4.83249  -6.65499  -3.50366  0.3677
H  -3.66688  -3.44937  0.22695  0.5549
H  -3.01474  1.59212  3.80437  0.5421
H  -2.88698  6.34261  5.34101  0.3825
H  0.67686  4.90102  2.14795  0.5539

Its spin multiplicity is 3. Its charge is 0. The calculation puts the gap between HOMO and LUMO (spin up / spin down) at 5.93 / 5.83 eV. Its HOMO energy (spin up / spin down) is -6.810 / -6.770 eV.

ΔE to the lowest compared entry with this formula, charge and spin values, unit kcal/mol, following the record order: 34.56 0.00.
Total energy values, unit Eh, following the record order: -4848.5221 -3784.1426.